[1]
The following is a quantum chemistry calculation of a molecular structure, C28H30CdN5O3, from the OMol25 dataset.

The energy above the lowest of the compared OMol25 structures with the same formula, charge and spin comes out at 0.136 eV. Its calculated total energy is -47678.160 eV. As for the total charge: +1. The value obtained for the HOMO-LUMO gap is 8.459 eV.

Positions of all 67 atoms, in Å:
Cd -0.14 -0.16 -0.05
N -0.74 1.43 1.91
C -1.50 0.71 2.86
C -2.24 1.33 3.84
C -2.97 0.58 4.79
C -2.93 -0.78 4.78
C -2.21 -1.45 3.77
C -2.14 -2.86 3.70
C -1.46 -3.46 2.68
C -0.88 -2.65 1.69
N -0.91 -1.34 1.73
C -1.53 -0.71 2.78
H 0.25 1.23 2.02
H -0.89 2.43 1.99
H -2.23 2.41 3.89
H -3.53 1.11 5.55
H -3.45 -1.36 5.53
H -2.64 -3.45 4.46
H -1.39 -4.54 2.61
H -0.39 -3.10 0.84
O 2.06 1.05 -3.31
C 1.31 0.87 -2.38
O 1.53 0.17 -1.32
C -0.05 1.60 -2.44
C -0.26 2.54 -3.47
C -1.45 3.21 -3.52
C -2.44 2.95 -2.55
C -3.70 3.60 -2.54
C -4.63 3.30 -1.59
C -4.35 2.32 -0.61
C -3.15 1.67 -0.59
C -2.17 1.98 -1.56
N -0.96 1.34 -1.52
H 0.53 2.69 -4.19
H -1.64 3.95 -4.29
H -3.91 4.35 -3.30
H -5.59 3.80 -1.59
H -5.11 2.07 0.13
H -2.93 0.92 0.16
O 1.74 -0.03 1.61
C 2.96 0.11 1.60
C 3.64 1.44 1.77
C 4.27 1.39 3.20
C 3.62 0.41 4.20
C 4.07 -1.07 4.10
C 3.56 -1.81 2.86
N 3.79 -0.97 1.68
H 2.90 2.23 1.68
H 4.40 1.60 1.01
H 4.22 2.40 3.62
H 5.33 1.15 3.11
H 2.53 0.47 4.14
H 3.88 0.76 5.20
H 3.75 -1.60 5.00
H 5.16 -1.09 4.10
H 2.49 -2.00 2.93
H 4.06 -2.77 2.74
H 4.77 -0.72 1.58
C -1.34 -2.25 -4.85
C -1.77 -3.09 -3.64
C -1.37 -2.44 -2.38
N -1.00 -1.91 -1.44
H -1.63 -2.78 -5.76
H -0.27 -2.10 -4.86
H -1.83 -1.28 -4.85
H -1.32 -4.08 -3.66
H -2.85 -3.22 -3.61

[2]
The following is a quantum chemistry calculation of a molecular structure, C28H30Cl4GeNPdSSi at a distorted geometry, from the OMol25 dataset.

The energy above the lowest of the compared OMol25 structures with the same formula, charge and spin comes out at 0.000 eV. Its calculated total energy is -159815.642 eV. As for the total charge: -1. The value obtained for the HOMO-LUMO gap is 6.769 eV.

Positions of all 67 atoms, in Å:
Pd -0.04 -0.09 0.79
Cl -0.25 0.26 3.17
C -1.26 -1.07 3.64
C -1.34 -1.39 4.98
C -2.07 -2.49 5.38
C -2.72 -3.26 4.43
C -2.67 -2.90 3.10
Cl -3.54 -3.86 1.95
C -1.95 -1.78 2.64
S -1.99 -1.35 0.97
H -0.82 -0.77 5.70
H -2.13 -2.75 6.43
H -3.27 -4.14 4.73
Cl -1.66 4.94 0.82
C -2.77 3.57 0.89
Cl -1.89 2.03 1.07
H -3.32 3.53 -0.05
H -3.42 3.70 1.75
Ge -0.09 0.11 -1.52
C -1.17 1.61 -2.27
C -2.55 1.68 -2.09
C -3.30 2.71 -2.64
C -2.68 3.70 -3.39
C -1.31 3.64 -3.59
C -0.57 2.60 -3.04
C -0.79 -1.48 -2.50
C -2.09 -1.93 -2.28
C -2.53 -3.14 -2.80
C -1.68 -3.92 -3.56
C -0.39 -3.47 -3.83
C 0.04 -2.26 -3.30
H 1.24 0.35 -2.27
H -3.05 0.92 -1.50
H -4.37 2.75 -2.48
H -3.26 4.51 -3.82
H -0.82 4.40 -4.18
H 0.50 2.55 -3.20
H -2.76 -1.34 -1.67
H -3.54 -3.48 -2.59
H -2.01 -4.88 -3.93
H 0.28 -4.07 -4.43
H 1.05 -1.91 -3.51
C 2.05 -1.96 2.73
Si 2.59 -1.20 1.05
C 1.87 -2.46 -0.20
C 4.48 -1.45 1.05
N 1.98 0.38 0.80
C 2.51 1.60 0.49
C 3.90 1.84 0.45
C 4.41 3.09 0.16
C 3.57 4.16 -0.11
C 2.20 3.94 -0.09
C 1.68 2.70 0.21
H 2.68 -2.82 2.95
H 1.02 -2.33 2.69
H 2.13 -1.28 3.58
H 2.28 -3.46 -0.03
H 2.07 -2.17 -1.23
H 0.78 -2.53 -0.08
H 4.71 -2.49 1.26
H 4.95 -0.85 1.84
H 4.94 -1.19 0.10
H 4.57 1.01 0.66
H 5.49 3.22 0.14
H 3.97 5.13 -0.34
H 1.52 4.76 -0.31
H 0.61 2.55 0.22

[3]
The following is a quantum chemistry calculation of 5 unconnected molecules or ions with the total composition C28H30Cl9NO3 at a distorted geometry, from the OMol25 dataset.

Its calculated total energy is -149842.256 eV. Its SMILES is C=Cc1ccc2c(c1)C(=O)c1ccc(N=C=O)c(CCCCl)c1C2=O.ClCCCl.ClCCCl.ClCCCl.ClCCCl. The value obtained for the HOMO-LUMO gap is 7.587 eV.

Positions of all 71 atoms, in Å:
C 5.88 -0.24 3.38
C 5.48 1.10 2.99
C 3.90 1.30 2.76
C 2.90 1.35 3.99
C 1.32 1.53 3.83
C 0.77 1.62 2.38
C 1.76 1.60 1.13
C 3.32 1.44 1.31
C 1.08 1.71 -0.34
O 1.59 2.39 -1.27
C -0.31 0.88 -0.47
C -0.59 0.10 -1.79
C -1.94 -0.72 -1.83
C -2.92 -0.72 -0.58
N -4.13 -1.57 -0.72
C -3.74 -2.79 -0.44
O -3.42 -3.87 0.06
C -2.66 0.07 0.74
C -3.53 0.11 2.06
C -5.04 -0.41 1.99
C -5.59 -0.46 3.53
Cl -5.90 1.23 4.16
C -1.30 0.89 0.77
C -0.81 1.76 2.02
O -1.50 2.56 2.71
H 6.46 -0.49 4.34
H 5.57 -1.10 2.69
H 6.25 1.93 2.86
H 3.39 1.27 5.02
H 0.59 1.58 4.70
H 3.96 1.41 0.36
H 0.12 0.06 -2.68
H -2.19 -1.32 -2.78
H -3.58 1.22 2.40
H -2.97 -0.43 2.91
H -5.74 0.15 1.28
H -4.99 -1.53 1.67
H -4.77 -0.97 4.18
H -6.51 -1.15 3.56
Cl 1.25 0.15 -6.49
C 0.00 1.42 -6.56
C -0.05 2.25 -5.29
Cl -0.66 1.31 -3.90
H -0.96 0.94 -6.77
H 0.25 2.06 -7.41
H -0.74 3.09 -5.43
H 0.93 2.65 -5.03
Cl 3.87 -0.45 -0.75
C 4.90 -1.34 -1.90
C 5.21 -0.52 -3.13
Cl 3.77 -0.27 -4.15
H 4.40 -2.27 -2.15
H 5.83 -1.58 -1.37
H 5.95 -1.04 -3.75
H 5.62 0.46 -2.88
Cl -2.16 -2.58 -5.46
C -3.51 -2.19 -6.56
C -3.19 -1.01 -7.46
Cl -3.10 0.52 -6.55
H -4.40 -2.01 -5.96
H -3.68 -3.08 -7.17
H -3.98 -0.89 -8.21
H -2.24 -1.15 -7.99
Cl 0.70 0.87 8.77
C 0.20 -0.57 7.86
C 1.33 -1.16 7.04
Cl 1.79 -0.09 5.68
H -0.65 -0.30 7.23
H -0.14 -1.30 8.59
H 1.02 -2.11 6.60
H 2.22 -1.34 7.64

[4]
The following is a quantum chemistry calculation of a molecular structure, C28H30FN5O3PtS4 at a distorted geometry, from the OMol25 dataset.

As for the expectation value of S²: 2.04. The spin multiplicity is 3. Its calculated total energy is -92421.750 eV. As for the total charge: -2. The value obtained for the HOMO-LUMO gap (spin up / spin down) is 3.652 / 5.526 eV.

Positions of all 72 atoms, in Å:
Pt 0.20 -0.60 0.12
C -5.94 -1.60 -4.28
C -5.82 -2.60 -3.12
C -7.18 -2.74 -2.43
C -7.07 -3.81 -1.35
C -5.95 -3.47 -0.41
C -5.99 -3.93 0.91
C -4.94 -3.65 1.75
F -5.01 -4.10 3.04
C -3.82 -2.97 1.33
C -3.76 -2.49 0.00
C -2.55 -1.84 -0.45
O -1.51 -1.90 0.27
C -2.63 -1.25 -1.76
C -3.73 -1.47 -2.52
N -4.82 -2.21 -2.15
C -4.86 -2.72 -0.86
C -1.56 -0.37 -2.41
O -1.77 -0.01 -3.57
O -0.52 -0.02 -1.77
H -6.82 -1.85 -4.87
H -5.08 -1.63 -4.93
H -6.06 -0.59 -3.89
H -5.54 -3.58 -3.54
H -7.94 -3.02 -3.17
H -7.45 -1.78 -1.98
H -6.89 -4.78 -1.82
H -8.01 -3.89 -0.80
H -6.84 -4.49 1.28
H -2.99 -2.77 1.99
H -3.74 -1.02 -3.50
S -3.75 6.16 4.38
C -2.76 5.01 3.71
S -3.43 3.62 2.89
C -1.75 3.01 2.60
N -0.87 3.82 3.08
N -1.39 4.93 3.69
C -0.45 5.81 4.22
C 0.91 5.45 4.14
C 1.89 6.27 4.66
C 1.56 7.47 5.27
C 0.23 7.84 5.34
C -0.77 7.04 4.82
S -1.53 1.54 1.83
H 1.17 4.52 3.67
H 2.92 5.96 4.58
H 2.34 8.10 5.69
H -0.05 8.78 5.81
H -1.80 7.35 4.89
C 2.10 0.64 3.66
N 2.98 0.79 2.52
C 3.20 2.19 2.23
C 2.67 -0.01 1.35
S 1.51 -1.44 1.75
N 3.91 -0.63 0.89
C 3.90 -1.21 -0.43
C 5.18 -0.06 1.23
H 2.51 1.22 4.49
H 2.07 -0.41 3.96
H 1.08 0.98 3.47
H 2.27 2.78 2.23
H 3.68 2.30 1.26
H 3.85 2.60 3.01
H 2.92 -1.63 -0.63
H 4.65 -2.02 -0.45
H 4.16 -0.50 -1.23
H 5.14 0.32 2.25
H 5.50 0.75 0.55
H 5.95 -0.85 1.19
C 1.79 0.65 0.28
H 2.32 0.85 -0.65
H 1.37 1.59 0.66